Computed, not measured: a 14-piece molecular cluster, C20H50F3O16P overall, with ωB97M-V with the def2-TZVPD basis set.

Properties
Spin multiplicity: 1
Charge: 0
E: -71752.810 eV

Geometry (Å):
C 1.605 2.032 2.036
C 1.327 2.814 0.733
C -0.137 2.686 0.212
C -0.283 1.815 -0.995
C -0.936 2.205 -2.107
P -1.731 3.826 -2.330
C -2.847 3.656 -3.788
C -2.934 4.064 -0.943
C -3.466 2.804 -0.215
C -0.985 1.286 -3.266
O -0.888 1.647 -4.414
C -1.145 -0.144 -2.902
C -1.907 -0.998 -3.694
C -2.000 -2.333 -3.324
C -1.353 -2.808 -2.173
C -1.521 -4.282 -1.891
C -0.601 -1.923 -1.362
C 0.056 -2.443 -0.105
C -0.954 -2.742 1.008
O -0.320 -3.257 2.151
C -1.720 -1.469 1.381
F -0.920 -0.392 1.440
F -2.712 -1.204 0.524
F -2.289 -1.588 2.595
C -0.497 -0.581 -1.748
C 0.298 0.440 -0.993
O 1.338 0.159 -0.451
H 2.370 1.287 1.825
H 0.716 1.541 2.419
H 2.017 2.714 2.768
H 1.526 3.865 0.920
H 1.958 2.477 -0.070
H -0.477 3.690 -0.013
H -0.744 2.250 1.007
H -3.297 2.663 -3.818
H -2.272 3.763 -4.698
H -3.644 4.388 -3.717
H -3.760 4.643 -1.350
H -2.448 4.711 -0.219
H -3.201 2.891 0.832
H -4.553 2.825 -0.249
H -3.112 1.871 -0.638
H -2.392 -0.591 -4.569
H -2.569 -3.025 -3.929
H -2.546 -4.457 -1.569
H -0.858 -4.655 -1.123
H -1.364 -4.863 -2.795
H 0.829 -1.793 0.286
H 0.547 -3.378 -0.357
H -1.678 -3.460 0.640
H 0.013 -2.553 2.725
O 2.768 3.862 -1.805
H 3.551 3.309 -1.905
H 3.120 4.751 -1.698
O 4.871 1.105 -2.384
H 4.795 0.214 -2.027
H 4.005 1.271 -2.772
O -3.802 4.102 2.851
H -4.325 3.417 3.278
H -3.574 4.715 3.557
O 0.998 3.591 4.794
H 0.499 2.918 5.273
H 1.303 4.190 5.483
O 1.341 -2.733 4.314
H 0.798 -3.358 4.808
H 1.676 -2.132 4.990
O -0.995 -5.531 -5.294
H -0.208 -6.068 -5.434
H -0.645 -4.656 -5.088
O -1.438 2.332 6.659
H -2.230 2.839 6.460
H -1.763 1.451 6.871
O 1.291 -2.068 -4.299
H 1.011 -1.510 -5.034
H 0.993 -1.580 -3.520
O -2.604 -5.331 1.657
H -2.086 -4.698 2.172
H -2.241 -6.184 1.916
O 2.959 -0.765 2.733
H 2.823 -1.656 3.079
H 2.110 -0.527 2.345
O 3.060 -3.127 -6.886
H 2.798 -2.577 -7.630
H 2.764 -2.640 -6.108
O 4.840 -2.837 4.593
H 4.690 -2.252 3.844
H 5.579 -2.417 5.048
O 6.091 -0.181 5.151
H 5.811 0.352 4.400
H 5.828 0.331 5.922

Forces on atoms 1 to 3 (eV/Å):
C 0.59 0.21 -0.97
C -0.78 -0.41 0.35
C 0.89 -0.13 0.31